{"formula": "C24H45Cl12N3", "method": "ωB97M-V/def2-TZVPD", "symbols": ["C", "C", "C", "C", "N", "H", "H", "H", "H", "H", "H", "H", "C", "C", "C", "C", "N", "H", "H", "H", "H", "H", "H", "H", "C", "C", "C", "C", "N", "H", "H", "H", "H", "H", "H", "H", "Cl", "C", "C", "Cl", "H", "H", "H", "H", "Cl", "C", "C", "Cl", "H", "H", "H", "H", "Cl", "C", "C", "Cl", "H", "H", "H", "H", "Cl", "C", "C", "Cl", "H", "H", "H", "H", "Cl", "C", "C", "Cl", "H", "H", "H", "H", "Cl", "C", "C", "Cl", "H", "H", "H", "H"], "positions_angstrom": [[-7.92, 6.12, -21.25], [-6.76, 5.40, -21.92], [-7.11, 4.00, -22.45], [-6.26, 3.58, -23.51], [-5.61, 3.26, -24.40], [-8.61, 6.53, -22.00], [-7.52, 6.98, -20.73], [-8.50, 5.50, -20.57], [-5.94, 5.34, -21.20], [-6.39, 5.98, -22.77], [-8.16, 3.93, -22.75], [-7.01, 3.27, -21.65], [3.34, 2.43, -24.97], [2.92, 2.02, -23.56], [3.25, 3.05, -22.49], [2.25, 4.13, -22.41], [1.52, 4.96, -22.32], [2.47, 2.81, -25.52], [3.68, 1.58, -25.54], [4.01, 3.29, -24.96], [3.32, 1.05, -23.27], [1.83, 1.86, -23.52], [4.21, 3.54, -22.66], [3.18, 2.67, -21.47], [0.28, 7.09, -14.10], [-0.44, 7.31, -15.38], [-1.22, 6.08, -15.80], [-0.33, 4.95, -16.00], [0.39, 4.09, -16.17], [0.74, 6.10, -14.13], [-0.40, 7.07, -13.25], [1.02, 7.85, -13.87], [0.21, 7.50, -16.23], [-1.13, 8.16, -15.34], [-1.68, 6.25, -16.76], [-1.91, 5.76, -15.02], [-1.11, 4.28, -27.74], [-1.18, 4.43, -25.97], [-0.49, 3.25, -25.29], [-0.95, 3.19, -23.57], [-2.24, 4.45, -25.67], [-0.77, 5.39, -25.67], [0.59, 3.35, -25.36], [-0.84, 2.32, -25.71], [-5.15, 9.04, -20.15], [-4.09, 10.25, -20.89], [-4.69, 11.62, -20.70], [-3.54, 12.84, -21.30], [-4.02, 10.03, -21.95], [-3.09, 10.22, -20.46], [-4.79, 11.83, -19.65], [-5.62, 11.71, -21.25], [-6.49, 0.38, -20.98], [-4.97, 0.40, -21.96], [-3.85, 1.09, -21.21], [-4.09, 2.84, -21.14], [-5.16, 0.80, -22.95], [-4.75, -0.66, -22.11], [-2.92, 0.84, -21.73], [-3.76, 0.68, -20.22], [1.98, 1.29, -19.48], [1.03, 2.65, -18.79], [-0.36, 2.73, -19.38], [-1.40, 1.46, -18.65], [1.60, 3.54, -19.05], [0.99, 2.53, -17.72], [-0.34, 2.58, -20.46], [-0.84, 3.67, -19.14], [-2.10, 6.74, -19.53], [-1.59, 6.09, -21.12], [-2.76, 5.90, -21.99], [-3.32, 7.42, -22.76], [-1.08, 5.15, -20.98], [-0.91, 6.81, -21.56], [-3.60, 5.53, -21.42], [-2.49, 5.25, -22.81], [3.25, 9.76, -18.29], [2.84, 9.34, -19.97], [2.16, 7.99, -20.09], [3.24, 6.67, -19.56], [3.78, 9.34, -20.51], [2.17, 10.12, -20.34], [1.94, 7.76, -21.13], [1.24, 7.96, -19.52]], "smiles": "CCCC#N.CCCC#N.CCCC#N.ClCCCl.ClCCCl.ClCCCl.ClCCCl.ClCCCl.ClCCCl", "mol_weight_g_mol": 801.08, "orbital_gap_ev": 11.030}


{"formula": "C24H45Cl2N4O3", "method": "ωB97M-V/def2-TZVPD", "symbols": ["C", "C", "C", "C", "C", "C", "C", "Cl", "C", "C", "Cl", "N", "C", "N", "C", "C", "N", "N", "H", "H", "H", "H", "H", "H", "H", "H", "H", "H", "H", "H", "H", "H", "H", "H", "H", "H", "H", "H", "H", "C", "C", "C", "O", "C", "H", "H", "H", "H", "H", "H", "H", "H", "C", "C", "C", "O", "C", "H", "H", "H", "H", "H", "H", "H", "H", "C", "C", "C", "O", "C", "H", "H", "H", "H", "H", "H", "H", "H"], "positions_angstrom": [[-2.80, -0.69, -1.48], [-2.19, 0.20, -0.56], [-1.51, 1.14, 0.60], [-2.19, 0.65, 2.05], [0.09, 0.80, 0.65], [0.84, 1.70, -0.52], [2.41, 1.32, -0.73], [2.52, 0.15, -2.18], [3.19, 0.79, 0.62], [3.07, -0.82, 0.91], [5.03, 1.13, 0.34], [0.60, 3.19, -0.24], [-0.92, 3.35, -0.47], [-1.27, 4.18, -1.50], [-2.72, 4.44, -1.80], [-3.55, 3.19, -2.46], [-2.67, 2.14, -3.12], [-1.80, 2.62, 0.48], [-3.33, -1.43, -2.25], [-2.01, -0.49, 2.22], [-3.34, 0.94, 1.96], [-1.75, 1.32, 2.91], [0.48, 1.03, 1.74], [0.24, -0.35, 0.42], [0.29, 1.43, -1.54], [2.97, 2.31, -1.07], [2.90, 1.38, 1.60], [2.68, -0.95, 2.02], [2.24, -1.33, 0.23], [4.10, -1.40, 0.79], [1.13, 3.79, -0.92], [-0.51, 4.65, -2.08], [-2.80, 5.34, -2.58], [-3.27, 4.82, -0.83], [-4.24, 2.72, -1.62], [-4.26, 3.61, -3.28], [-3.31, 1.34, -3.35], [-2.19, 2.49, -3.97], [-2.81, 2.85, 0.44], [-5.52, 0.43, -7.64], [-5.07, -0.77, -6.84], [-4.27, -0.13, -5.73], [-4.86, 1.16, -5.48], [-5.77, 1.45, -6.55], [-6.40, 0.24, -8.26], [-4.70, 0.77, -8.29], [-5.94, -1.29, -6.43], [-4.48, -1.49, -7.42], [-3.23, 0.03, -6.02], [-4.29, -0.72, -4.81], [-6.79, 1.37, -6.16], [-5.61, 2.48, -6.90], [1.45, -0.71, 6.17], [1.07, -2.09, 5.68], [0.42, -1.78, 4.34], [1.05, -0.60, 3.83], [1.84, -0.01, 4.88], [2.25, -0.71, 6.91], [0.57, -0.22, 6.61], [1.98, -2.68, 5.52], [0.42, -2.63, 6.36], [-0.65, -1.57, 4.46], [0.54, -2.60, 3.63], [2.89, -0.18, 4.64], [1.65, 1.07, 4.92], [6.57, -4.22, 3.04], [5.41, -5.02, 2.50], [4.23, -4.21, 2.98], [4.65, -2.84, 3.04], [6.08, -2.80, 2.90], [7.51, -4.40, 2.51], [6.73, -4.46, 4.10], [5.44, -5.02, 1.40], [5.39, -6.05, 2.84], [3.92, -4.51, 3.99], [3.36, -4.30, 2.31], [6.30, -2.40, 1.90], [6.50, -2.13, 3.65]], "mol_weight_g_mol": 508.55, "total_charge": 1, "orbital_gap_ev": 7.736}


{"formula": "C24H45CrFP2", "method": "ωB97M-V/def2-TZVPD", "symbols": ["Cr", "C", "C", "C", "C", "C", "C", "H", "H", "H", "C", "H", "H", "H", "C", "H", "H", "H", "C", "H", "H", "H", "C", "H", "H", "H", "C", "C", "C", "C", "C", "C", "C", "C", "H", "H", "H", "H", "H", "H", "H", "H", "H", "H", "H", "H", "P", "C", "H", "H", "H", "C", "H", "H", "H", "C", "H", "H", "H", "P", "C", "H", "H", "H", "C", "H", "H", "H", "C", "H", "H", "H", "F"], "positions_angstrom": [[1.01, -0.85, 0.53], [-1.32, 0.97, 2.01], [-0.08, 0.27, 2.27], [0.36, 2.40, 1.40], [-1.04, 2.25, 1.50], [0.98, 1.20, 1.84], [-2.66, 0.53, 2.46], [-2.75, -0.56, 2.41], [-3.46, 0.94, 1.84], [-2.84, 0.83, 3.50], [-1.99, 3.38, 1.33], [-3.03, 3.11, 1.55], [-2.00, 3.80, 0.31], [-1.75, 4.23, 1.99], [1.04, 3.68, 1.09], [1.26, 4.24, 2.02], [0.45, 4.35, 0.46], [2.01, 3.53, 0.60], [2.41, 1.11, 2.23], [2.48, 1.34, 3.30], [3.02, 1.83, 1.68], [2.84, 0.11, 2.06], [0.05, -0.82, 3.29], [-0.11, -0.47, 4.32], [1.06, -1.26, 3.25], [-0.67, -1.62, 3.09], [-0.08, -2.05, -0.86], [-0.62, -2.27, 0.39], [-0.27, -3.54, 1.16], [1.16, -3.59, 1.76], [2.06, -2.43, 1.39], [2.47, -2.26, 0.03], [2.12, -3.36, -0.99], [0.75, -3.18, -1.54], [-0.40, -4.42, 0.50], [1.65, -4.54, 1.50], [-0.98, -3.71, 1.99], [0.16, -4.11, -1.44], [-0.53, -1.38, -1.63], [-1.62, -1.89, 0.69], [0.79, -3.01, -2.63], [2.87, -3.34, -1.79], [3.39, -1.69, -0.21], [2.24, -4.36, -0.55], [1.11, -3.63, 2.86], [2.64, -1.94, 2.20], [-2.75, 0.65, -1.70], [-3.86, 1.92, -1.25], [-4.71, 1.71, -1.90], [-3.43, 2.91, -1.43], [-4.14, 1.81, -0.19], [-2.47, 0.35, -3.40], [-3.48, 0.32, -3.82], [-1.95, -0.62, -3.54], [-1.87, 1.15, -3.85], [-3.41, -0.82, -0.98], [-2.86, -1.74, -1.20], [-4.37, -0.89, -1.51], [-3.63, -0.75, 0.08], [1.74, 1.00, -1.66], [3.46, 0.97, -1.06], [4.20, 0.82, -1.85], [3.57, 0.18, -0.31], [3.66, 1.92, -0.54], [1.66, -0.16, -3.08], [1.87, -1.19, -2.76], [2.33, 0.12, -3.90], [0.62, -0.14, -3.46], [1.74, 2.62, -2.52], [2.60, 2.70, -3.21], [1.80, 3.42, -1.78], [0.81, 2.73, -3.10], [-1.32, 1.21, -1.22]], "mol_weight_g_mol": 466.57, "total_charge": 1, "orbital_gap_ev": [6.176, 6.205], "multiplicity": 4}


{"formula": "C24H45N2O8P2S", "method": "ωB97M-V/def2-TZVPD", "symbols": ["C", "C", "C", "C", "N", "C", "C", "C", "S", "C", "N", "C", "C", "C", "C", "C", "C", "C", "C", "C", "C", "H", "H", "H", "H", "H", "H", "H", "H", "H", "H", "H", "H", "H", "H", "H", "H", "H", "H", "H", "H", "H", "H", "H", "H", "H", "H", "H", "C", "O", "P", "O", "O", "C", "O", "C", "H", "H", "H", "H", "H", "H", "H", "H", "H", "C", "O", "P", "O", "O", "C", "O", "C", "H", "H", "H", "H", "H", "H", "H", "H", "H"], "positions_angstrom": [[0.51, -4.44, -2.09], [0.38, -3.63, -0.94], [0.20, -2.08, -1.17], [0.41, -1.23, 0.17], [-0.47, -0.03, -0.11], [-0.57, 0.90, 1.06], [0.31, 2.20, 0.96], [1.63, 2.08, 0.09], [1.55, 3.35, -1.27], [-1.75, -0.71, -0.55], [-2.90, 0.15, -0.77], [-3.94, -0.48, -1.21], [-4.39, -1.92, -0.82], [-4.86, 0.32, -2.21], [-1.23, -1.64, -1.73], [-1.37, -1.14, -3.18], [-1.17, 0.28, -3.48], [-1.31, 0.86, -4.82], [-1.67, -0.05, -5.90], [-1.87, -1.48, -5.63], [-1.71, -2.04, -4.29], [1.47, -4.41, -2.68], [-0.28, -5.14, -2.46], [0.38, -4.08, 0.08], [1.13, -1.81, -1.75], [1.47, -0.93, 0.42], [0.06, -1.72, 1.12], [-0.07, 0.30, -0.99], [-1.64, 1.24, 1.20], [-0.31, 0.33, 1.98], [-0.29, 3.10, 0.65], [0.64, 2.44, 2.01], [2.50, 2.36, 0.73], [1.83, 1.05, -0.31], [0.24, 3.66, -1.52], [-1.93, -1.41, 0.32], [-3.70, -2.47, -0.14], [-4.54, -2.59, -1.72], [-5.37, -1.81, -0.27], [-4.71, 1.40, -1.95], [-5.93, 0.05, -2.04], [-4.50, 0.13, -3.25], [-1.84, -2.57, -1.55], [-0.92, 1.01, -2.67], [-1.17, 1.95, -4.98], [-1.79, 0.33, -6.94], [-2.16, -2.11, -6.50], [-1.85, -3.13, -4.09], [-1.84, 0.00, 6.91], [-1.76, -0.13, 5.49], [-2.92, 0.40, 4.54], [-2.50, 1.44, 3.59], [-4.14, 0.79, 5.49], [-4.23, 2.13, 5.98], [-3.43, -0.95, 3.87], [-4.60, -0.86, 3.06], [-1.64, 1.03, 7.20], [-2.81, -0.32, 7.29], [-1.08, -0.64, 7.36], [-3.66, 2.83, 5.37], [-3.87, 2.16, 7.01], [-5.28, 2.43, 5.97], [-4.58, 0.04, 2.43], [-5.49, -0.84, 3.69], [-4.64, -1.74, 2.41], [4.57, 1.59, -1.43], [5.66, 1.01, -2.13], [7.01, 0.60, -1.38], [7.34, -0.83, -1.45], [6.91, 1.21, 0.09], [6.36, 0.41, 1.13], [8.06, 1.56, -2.08], [9.38, 1.58, -1.53], [4.05, 0.82, -0.85], [4.90, 2.40, -0.77], [3.88, 2.01, -2.16], [6.39, -0.65, 0.89], [5.32, 0.71, 1.31], [6.93, 0.58, 2.04], [9.71, 0.57, -1.27], [9.40, 2.21, -0.64], [10.06, 1.99, -2.28]], "mol_weight_g_mol": 583.65, "total_charge": 1, "orbital_gap_ev": 7.780}